Entry 1:
{
  "formula": "C4H8O2",
  "method": "wB97M-V/def2-TZVPD",
  "symbols": ["C", "C", "O", "C", "C", "O", "H", "H", "H", "H", "H", "H", "H", "H"],
  "positions_angstrom": [[1.6613, -0.4193, 0.6449], [0.2091, -0.0077, 0.6933], [0.1726, 1.3794, 0.4167], [-0.6680, -0.6031, -0.4156], [-1.7547, 0.3113, -0.7334], [-0.5804, 0.2330, -1.5801], [2.0657, -0.0946, -0.3186], [2.2017, 0.1202, 1.4286], [1.8039, -1.4945, 0.7645], [-0.2500, -0.2571, 1.6658], [0.1309, 1.3003, -0.6058], [-0.6797, -1.6639, -0.6425], [-1.6548, 1.1834, -0.0722], [-2.6577, 0.0126, -1.2455]],
  "lowdin_charge": [-0.043, -0.404, -0.100, -0.223, -0.071, -0.063, 0.090, 0.085, 0.080, 0.155, 0.100, 0.152, 0.124, 0.119],
  "homo_lumo_gap_ev": 10.996,
  "fmax_ev_per_a": 1.9,
  "smiles": "C[C@@H](O)[C@H]1CO1",
  "de_lowest_kj_mol": 251.6
}

Entry 2:
{
  "formula": "C9H21Cl2NO4",
  "method": "wB97M-V/def2-TZVPD",
  "symbols": ["C", "C", "C", "O", "C", "N", "H", "H", "H", "H", "H", "H", "H", "H", "H", "H", "H", "C", "C", "O", "C", "O", "O", "C", "H", "H", "H", "H", "H", "H", "H", "H", "C", "Cl", "Cl", "H", "H"],
  "positions_angstrom": [[1.8445, -2.2951, -0.4353], [0.6449, -3.2245, -0.7725], [-0.1762, -2.7219, -1.9531], [-0.5669, -1.3626, -1.7420], [-0.6636, -0.5418, -2.9076], [1.1286, -4.5618, -1.1608], [2.2460, -2.4776, 0.5615], [1.5732, -1.2474, -0.3053], [2.6966, -2.3857, -1.1090], [-0.0481, -3.3676, 0.0566], [-1.0126, -3.3756, -2.2004], [0.3972, -2.7880, -2.8777], [0.2564, -0.5417, -3.4920], [-0.9864, 0.4627, -2.6339], [-1.4191, -0.9775, -3.5614], [0.2954, -5.0789, -1.4026], [1.6332, -4.6236, -2.0335], [-0.6910, -1.1159, 3.1065], [0.3833, -0.0903, 2.5501], [0.1246, 1.2703, 2.9443], [0.5276, 2.2855, 2.0938], [0.8850, 2.0886, 0.9048], [0.3382, 3.4897, 2.7034], [0.2997, 4.6991, 1.8811], [-1.6631, -0.7913, 2.7352], [-0.8279, -1.0415, 4.1853], [-0.4291, -2.1136, 2.7543], [0.2437, -0.1287, 1.4697], [1.3956, -0.4300, 2.7692], [1.1477, 4.8884, 1.2229], [0.1776, 5.4812, 2.6303], [-0.6055, 4.5474, 1.2931], [-1.7694, 3.5105, -1.3490], [-2.1243, 3.1024, -3.0379], [-1.8355, 5.2362, -1.1171], [-2.6028, 3.1093, -0.7723], [-0.8176, 3.1115, -0.9984]],
  "lowdin_charge": [-0.044, -0.400, -0.222, -0.203, -0.092, 0.021, 0.067, 0.060, 0.077, 0.133, 0.120, 0.115, 0.087, 0.045, 0.083, 0.058, 0.066, -0.046, -0.198, 0.007, -0.479, 0.059, -0.026, -0.015, 0.070, 0.067, 0.068, 0.095, 0.121, 0.098, 0.097, 0.048, -1.042, 0.516, 0.537, 0.027, 0.023],
  "homo_lumo_gap_ev": 10.066,
  "fmax_ev_per_a": 3.9,
  "smiles": "COC[C@H](C)N.CCOC(=O)OC.ClCCl",
  "de_lowest_kj_mol": 89.6
}

Entry 3:
{
  "formula": "C12H31AlBrF2N3O8S2",
  "method": "wB97M-V/def2-TZVPD",
  "symbols": ["N", "C", "C", "C", "C", "N", "C", "C", "N", "S", "O", "O", "F", "H", "H", "H", "H", "H", "H", "H", "H", "H", "H", "H", "H", "H", "H", "H", "H", "C", "C", "C", "S", "O", "O", "C", "H", "H", "H", "H", "H", "H", "H", "H", "C", "C", "O", "O", "H", "H", "H", "O", "H", "H", "H", "Al", "O", "H", "F", "Br"],
  "positions_angstrom": [[-2.2358, 4.7259, 1.0681], [-3.5211, 4.7597, 0.3248], [-3.3748, 5.1255, -1.2020], [-3.6235, 3.9208, -2.1977], [-2.9288, 2.5738, -1.7868], [-1.5679, 2.3462, -2.4223], [-0.6992, 3.5231, -2.2728], [0.8218, 3.2727, -2.5746], [1.5099, 4.6103, -2.3404], [-0.9490, 0.9750, -1.5980], [-2.0019, 0.0086, -1.1904], [0.1049, 0.2428, -2.3460], [-0.2803, 1.5638, -0.1522], [-2.0838, 3.8096, 1.5010], [-1.4468, 4.9743, 0.4719], [-4.1455, 5.5601, 0.8220], [-4.0321, 3.7628, 0.4959], [-4.1263, 5.9376, -1.4211], [-2.3669, 5.6031, -1.4059], [-4.7310, 3.7544, -2.2475], [-3.3111, 4.2602, -3.2195], [-3.5866, 1.7511, -2.1685], [-2.8464, 2.4146, -0.6762], [-1.0536, 4.2694, -3.0432], [-0.7987, 4.0500, -1.2801], [0.9903, 3.0384, -3.6561], [1.3284, 2.5512, -1.8924], [0.7529, 5.3100, -2.3745], [1.7520, 4.5908, -1.3313], [0.7826, -2.0140, 0.4052], [0.1647, -3.3430, -0.0403], [1.2842, -4.3890, -0.0214], [2.4673, -3.8410, 1.2117], [3.6933, -3.5176, 0.5382], [2.4108, -4.7331, 2.3507], [1.6341, -2.3229, 1.6482], [0.0148, -1.2678, 0.6198], [1.4194, -1.6245, -0.3924], [-0.6263, -3.6307, 0.6591], [-0.2915, -3.2689, -1.0282], [0.9091, -5.3788, 0.2499], [1.8022, -4.4361, -0.9790], [2.3603, -1.5427, 1.8753], [1.0077, -2.5205, 2.5766], [4.2890, -5.3903, 4.8935], [4.4216, -5.1814, 6.4058], [4.8202, -4.0494, 6.7587], [4.1105, -6.1745, 7.1000], [4.5726, -4.4899, 4.3420], [4.9348, -6.2113, 4.5721], [3.2530, -5.6384, 4.6455], [1.8512, -6.8715, -2.0138], [1.5628, -7.7014, -1.5680], [1.8554, -6.9729, -2.9935], [2.7292, -6.5701, -1.6797], [-0.0375, -3.9762, 2.9756], [-3.6135, 2.5414, 2.3750], [-4.0704, 3.0917, 3.0216], [-2.9895, 2.3349, -4.2188], [1.7287, 5.8042, -4.1739]],
  "lowdin_charge": [-0.021, -0.290, -0.201, -0.182, -0.219, -0.194, -0.213, -0.212, -0.244, 0.760, -0.304, -0.328, -0.243, 0.027, 0.021, 0.102, 0.091, 0.104, 0.087, 0.124, 0.097, 0.115, 0.107, 0.142, 0.104, 0.119, 0.107, -0.026, 0.136, -0.183, -0.223, -0.255, 0.620, -0.256, -0.372, -0.257, 0.129, 0.136, 0.037, 0.141, 0.095, 0.092, 0.144, -0.056, -0.076, -0.810, -0.088, -0.089, 0.045, 0.061, 0.033, 0.329, 0.207, 0.209, 0.201, 1.158, -0.379, -0.095, -0.568, 0.504],
  "homo_lumo_gap_ev": 1.410,
  "fmax_ev_per_a": 4.0
}

Entry 4:
{
  "formula": "C9H16OPSr",
  "method": "wB97M-V/def2-TZVPD",
  "symbols": ["C", "C", "C", "C", "C", "Sr", "P", "H", "H", "H", "H", "H", "H", "H", "H", "C", "C", "C", "O", "C", "H", "H", "H", "H", "H", "H", "H", "H"],
  "positions_angstrom": [[0.1752, 0.9581, -2.9200], [-0.1388, 0.2370, -4.0123], [-0.5252, -1.1250, -4.1125], [-0.5706, -2.1042, -3.0703], [-0.3063, -2.0143, -1.7493], [-1.0795, 0.2124, -0.9358], [-0.0410, 3.0939, -0.2320], [0.6470, 1.9487, -3.0778], [-0.0685, 0.7017, -5.0102], [-0.7187, -1.5181, -5.1206], [-0.1344, -2.9361, -1.1666], [-0.8144, -3.1106, -3.4807], [-1.1003, 3.7288, 0.5365], [0.1128, 4.1529, -1.1779], [1.0398, 3.4945, 0.6255], [0.5853, 0.3224, 3.4124], [0.7872, -1.1872, 3.2193], [0.4437, -1.4480, 1.7550], [-0.3498, -0.2634, 1.3228], [-0.6062, 0.5861, 2.4972], [0.4214, 0.6333, 4.4425], [1.4753, 0.8519, 3.0545], [0.0798, -1.7249, 3.8722], [1.7993, -1.5192, 3.4676], [1.3367, -1.5159, 1.1114], [-0.1756, -2.3404, 1.5921], [-1.5451, 0.2601, 2.9844], [-0.7289, 1.6254, 2.1724]],
  "lowdin_charge": [-0.366, -0.422, -0.252, -0.420, -0.318, 0.845, 0.602, -0.085, 0.051, 0.050, -0.074, 0.051, -0.156, -0.140, -0.165, -0.169, -0.174, -0.152, -0.398, -0.195, 0.107, 0.116, 0.111, 0.110, 0.125, 0.118, 0.122, 0.079],
  "homo_lumo_gap_ev": [2.943, 2.939],
  "fmax_ev_per_a": 2.8,
  "total_charge": -1
}